22
Properties=species:S:1:pos:R:3:lowdin_charge:R:1 method="wB97M-V/def2-TZVPD" charge=0 e_tot_ha=-491.87493 smiles="C[C@H](N)C(N)=O.CN=C=N" lumo_energy_ev=0.4 mol_weight_g_mol=144.18 homo_energy_ev=-7.64 relative_energy_kj_mol=273.80 gap_ha=0.29584
C 2.2359 0.8515 1.2330 -0.096
C 0.8802 0.8886 0.5435 -0.339
N -0.1760 1.1425 1.4845 0.010
C 0.5915 -0.8932 0.0282 -0.527
N 1.3217 -1.1412 -1.1310 0.115
O 0.7531 -1.6508 0.9851 -0.013
H 2.2673 0.0886 2.0117 0.072
H 3.0410 0.6367 0.5345 0.069
H 2.4252 1.8041 1.7336 0.072
H 0.9046 1.6732 -0.2153 0.105
H -0.3030 0.3468 2.1041 0.082
H -0.8576 1.8616 1.2836 0.067
H 0.9995 -0.6632 -1.9602 0.075
H 1.6165 -2.0993 -1.2469 0.093
C -2.4897 -1.4112 -0.3723 -0.048
N -1.2974 -0.6491 -0.7087 0.010
C -1.2367 0.4859 -1.2236 -0.281
N -1.0996 1.2707 -2.1421 0.206
H -3.3061 -0.7225 -0.1495 0.084
H -2.8207 -2.0373 -1.2024 0.085
H -2.2819 -2.0553 0.4814 0.083
H -1.1680 2.2729 -2.0713 0.077

***

22
Properties=species:S:1:pos:R:3:lowdin_charge:R:1 method="wB97M-V/def2-TZVPD" charge=+2 e_tot_ha=-491.16151 smiles="CN[NH2+][C@]1(N)C(=C=[NH2+])[C@H]1O" lumo_energy_ev=-8.5 mol_weight_g_mol=144.18 homo_energy_ev=-17.54 relative_energy_kj_mol=577.83 gap_ha=0.33182
C -3.1394 0.0073 -0.8445 -0.122
N -2.0145 -0.2835 -0.0243 -0.026
N -0.7402 0.7393 -0.2961 0.168
C 0.3246 0.1813 0.5374 -0.392
N 0.2849 0.7462 1.8090 0.180
C 1.5506 -0.2210 -0.2471 0.015
C 2.5668 0.2755 -0.7873 0.082
N 3.5561 0.8878 -1.2834 0.270
C 0.7399 -1.2957 0.3737 -0.205
O 0.9369 -1.9463 1.5410 0.094
H -2.8519 -0.2737 -1.8888 0.110
H -3.9883 -0.6214 -0.5671 0.116
H -3.6544 0.9480 -0.7395 0.090
H -2.2426 -0.5230 1.0187 0.193
H -1.1064 1.6813 -0.0153 0.204
H -0.5803 0.5975 -1.3799 0.235
H 0.9683 1.4350 2.1027 0.133
H 0.1235 0.0906 2.5523 0.116
H 4.2685 1.2360 -0.5783 0.216
H 3.4977 1.1142 -2.2785 0.181
H 0.2329 -1.9259 -0.3414 0.176
H 1.2674 -2.8494 1.3368 0.165

***

23
Properties=species:S:1:pos:R:3:lowdin_charge:R:1 method="wB97M-V/def2-TZVPD" charge=0 e_tot_ha=-567.20086 lumo_energy_ev=0.6 mol_weight_g_mol=160.18 homo_energy_ev=-9.29 relative_energy_kj_mol=119.59 gap_ha=0.36331
H -1.0839 0.3428 -1.4793 0.030
N -1.8998 0.9687 -1.5206 0.107
C -2.8661 0.4825 -0.8533 -0.261
N -2.8774 -0.7020 -0.0868 0.079
C -1.8095 -1.5102 0.2173 -0.498
C -2.1499 -2.6807 1.1167 0.000
O -0.6899 -1.2513 -0.1900 0.043
H -3.8210 1.0077 -0.8145 0.108
H -3.7650 -0.9484 0.3147 0.129
H -2.9267 -3.3266 0.6851 0.086
H -2.5461 -2.3223 2.0752 0.088
H -1.2476 -3.2746 1.3022 0.091
C 2.5011 2.6935 -1.0176 -0.109
N 1.9487 1.3500 -0.8882 -0.119
N 2.6713 0.6017 0.0260 -0.031
C 2.0464 0.1128 1.1417 -0.344
O 2.6519 -0.3028 2.1060 0.004
H 3.5649 2.6821 -1.2691 0.072
H 1.9195 3.2379 -1.7557 0.077
H 2.3845 3.2369 -0.0725 0.083
H 1.9804 0.8771 -1.7854 0.113
H 3.6698 0.6866 0.0794 0.135
H 0.9451 0.1184 1.0512 0.116

***

22
Properties=species:S:1:pos:R:3:lowdin_charge:R:1 method="wB97M-V/def2-TZVPD" charge=0 e_tot_ha=-814.84196 smiles=Cc1nnnn1C.CCS lumo_energy_ev=0.6 mol_weight_g_mol=160.25 homo_energy_ev=-9.29 relative_energy_kj_mol=196.50 gap_ha=0.36270
C -2.9208 0.3319 -1.2797 -0.004
C -2.3750 -0.2162 -0.0078 -0.344
N -2.5020 -1.3997 0.5566 0.040
N -1.7032 -1.4437 1.5813 -0.066
N -0.9875 -0.4259 1.6425 0.024
N -1.3446 0.4068 0.6592 -0.119
C -0.8352 1.7078 0.4248 -0.069
H -3.8339 -0.1211 -1.5582 0.065
H -2.0547 0.1677 -1.9106 0.091
H -3.2702 1.3836 -1.1124 0.098
H -0.1310 1.7154 -0.4457 0.076
H -1.4850 2.5451 0.3370 0.076
H -0.1442 2.0542 1.2452 0.092
C 2.4384 -1.6246 0.2371 -0.193
C 2.5634 -0.4112 -0.6930 -0.607
S 2.6519 1.1669 0.2463 0.704
H 2.1123 -2.6195 -0.2503 0.097
H 3.4198 -1.6713 0.7743 0.064
H 1.7394 -1.3733 1.1376 0.074
H 1.7351 -0.2119 -1.3506 0.039
H 3.3826 -0.6607 -1.2924 0.040
H 3.5443 0.6998 1.0587 -0.177

***

19
Properties=species:S:1:pos:R:3:lowdin_charge:R:1 method="wB97M-V/def2-TZVPD" charge=-1 e_tot_ha=-327.41732 lumo_energy_ev=1.6 mol_weight_g_mol=102.16 homo_energy_ev=-3.16 relative_energy_kj_mol=731.80 gap_ha=0.17354
C -2.2925 0.3665 0.0734 -0.577
O -3.2225 0.4088 -0.8542 -0.306
C -1.0554 -0.5240 -0.4244 -0.227
C 0.2232 -0.8417 0.4115 -0.250
C 1.5891 -0.9818 -0.3370 -0.182
C 2.1423 0.5111 -0.2458 -0.402
N 2.6196 0.9514 1.1080 -0.098
H -2.5442 -0.1749 1.0759 0.090
H -1.8359 1.3700 0.3280 0.079
H -0.6990 -0.1296 -1.4271 0.105
H -1.5638 -1.4541 -0.7200 0.098
H -0.0861 -1.7486 1.1128 0.151
H 0.3197 0.0942 1.0592 -0.017
H 2.2974 -1.6034 0.2898 0.103
H 1.4779 -1.2077 -1.4336 0.117
H 1.3443 1.1920 -0.7311 0.105
H 3.0532 0.7631 -0.8600 0.086
H 0.1441 0.6285 1.7740 0.265
H 1.8951 1.1601 1.7436 -0.139

***

19
Properties=species:S:1:pos:R:3:lowdin_charge:R:1 method="wB97M-V/def2-TZVPD" charge=-1 e_tot_ha=-327.54007 lumo_energy_ev=4.1 mol_weight_g_mol=102.16 homo_energy_ev=-3.52 relative_energy_kj_mol=409.53 gap_ha=0.28004
C -0.6157 -0.5193 1.7558 -0.098
C -0.3608 -0.3436 0.2694 -0.406
C -0.6337 1.0725 -0.2821 -0.223
C 0.4330 1.4034 -1.3311 -0.137
N -1.8942 -1.2558 -0.4027 0.055
C -0.6561 -1.6232 -0.6540 -0.366
O 2.5236 0.0726 0.0092 -0.496
H -0.0623 0.1649 2.4001 0.073
H -0.3380 -1.5499 2.0526 0.075
H -1.6954 -0.5123 1.9069 0.055
H 0.7809 -0.3313 0.1792 0.096
H -0.5367 1.7673 0.5527 0.098
H -1.6194 1.2485 -0.6790 0.080
H 0.0358 1.6138 -2.3321 0.056
H 1.0368 2.2966 -1.1546 0.060
H 1.1539 0.5838 -1.3190 0.022
H 2.9204 -0.1359 0.8655 -0.137
H -0.2473 -2.5326 -0.1882 0.095
H -0.2249 -1.4195 -1.6488 0.099

***

19
Properties=species:S:1:pos:R:3:lowdin_charge:R:1 method="wB97M-V/def2-TZVPD" charge=-1 e_tot_ha=-327.64660 smiles=CCCCNC[O-] lumo_energy_ev=3.9 mol_weight_g_mol=102.16 homo_energy_ev=-2.39 relative_energy_kj_mol=129.84 gap_ha=0.22995
C -0.0502 2.6319 -0.0826 -0.114
C 0.7748 1.3280 0.3634 -0.238
C 0.4342 0.2951 -0.6900 -0.266
C -0.7638 -0.7173 -0.7002 -0.250
N -1.0465 -1.4290 0.5867 -0.076
C -0.0978 -2.6199 0.6578 -0.565
O 1.1649 -2.2800 0.9648 -0.349
H 0.5640 3.2053 -0.7722 0.057
H -1.0040 2.1803 -0.3021 0.049
H -0.2268 3.2524 0.8238 0.053
H 1.8106 1.6644 0.4665 0.093
H 0.4391 0.8776 1.2979 0.087
H 1.2897 -0.3848 -0.7969 0.087
H 0.4524 0.7266 -1.7037 0.092
H -1.6175 -0.1335 -1.0820 0.079
H -0.4484 -1.4948 -1.3834 0.082
H -0.8667 -0.6989 1.2656 0.053
H -0.1663 -3.1329 -0.3137 0.063
H -0.6418 -3.2704 1.4003 0.062

***

19
Properties=species:S:1:pos:R:3:lowdin_charge:R:1 method="wB97M-V/def2-TZVPD" charge=-1 e_tot_ha=-327.56396 lumo_energy_ev=3.3 mol_weight_g_mol=102.16 homo_energy_ev=-2.45 relative_energy_kj_mol=346.81 gap_ha=0.21169
C -3.7047 0.4677 -0.0980 -0.602
O -4.8217 -0.1917 -0.3944 -0.360
C -2.4028 -0.3995 -0.1225 -0.247
C -1.1341 0.1973 0.4419 -0.218
C 0.0493 -0.7817 0.4204 -0.293
C 4.8780 0.2320 -0.1181 -0.058
N 1.3047 -0.4379 0.2818 0.002
H -3.6961 1.0587 0.8666 0.074
H -3.5042 1.2774 -0.8647 0.073
H -2.7450 -1.3545 0.2819 0.097
H -2.2085 -0.5267 -1.1968 0.098
H -1.2483 0.4394 1.5056 0.116
H -0.7100 1.0048 -0.1574 0.105
H -0.2930 -1.8370 0.4414 0.108
H 0.8007 -0.2240 -0.6802 0.092
H 4.8383 1.1503 -0.7057 0.008
H 5.7375 -0.3207 -0.4883 0.006
H 3.9485 -0.2840 -0.3395 -0.014
H 4.9111 0.5301 0.9261 0.013

***

19
Properties=species:S:1:pos:R:3:lowdin_charge:R:1 method="wB97M-V/def2-TZVPD" charge=-1 e_tot_ha=-327.68103 smiles=CCCCNC[O-] lumo_energy_ev=3.8 mol_weight_g_mol=102.16 homo_energy_ev=-2.45 relative_energy_kj_mol=39.42 gap_ha=0.23110
C 2.4400 -0.0308 -0.1180 -0.131
C 1.1857 0.6038 0.4933 -0.288
C 0.1304 -0.4054 0.8969 -0.226
C -0.6281 -1.0573 -0.2668 -0.318
N -1.2968 -0.1525 -1.1775 -0.079
C -2.4358 0.6467 -0.4048 -0.569
O -2.9974 -0.0276 0.5505 -0.297
H 2.2129 -0.6171 -1.0117 0.062
H 3.2050 0.7323 -0.3072 0.058
H 2.8726 -0.7375 0.6051 0.063
H 1.5194 1.1646 1.3655 0.092
H 0.8149 1.3505 -0.2181 0.089
H -0.6504 0.0670 1.4970 0.096
H 0.5828 -1.2183 1.4800 0.101
H 0.0332 -1.7394 -0.8092 0.084
H -1.3813 -1.6915 0.2026 0.092
H -0.6040 0.5613 -1.4080 0.043
H -3.0965 0.9460 -1.2659 0.064
H -1.9066 1.6053 -0.1038 0.065

***

19
Properties=species:S:1:pos:R:3:lowdin_charge:R:1 method="wB97M-V/def2-TZVPD" charge=-1 e_tot_ha=-327.67958 smiles=CC(C)CNC[O-] lumo_energy_ev=3.6 mol_weight_g_mol=102.16 homo_energy_ev=-2.33 relative_energy_kj_mol=43.25 gap_ha=0.21872
C -2.0380 -0.4995 -0.8706 -0.103
C -0.8923 -0.4775 0.1413 -0.432
C -1.3442 0.1564 1.4470 -0.100
C 0.3582 0.1745 -0.4416 -0.296
N 1.5706 -0.2618 0.2042 -0.078
C 2.8536 0.3319 -0.3757 -0.617
O 3.5644 0.9725 0.5093 -0.313
H -1.7080 -0.7377 -1.8792 0.064
H -2.5154 0.4804 -0.9437 0.065
H -2.8859 -1.1320 -0.5724 0.067
H -0.6374 -1.5128 0.3656 0.122
H -2.0569 -0.4954 1.9651 0.065
H -0.5412 0.3765 2.1522 0.069
H -1.8993 1.1002 1.3526 0.070
H 0.4377 -0.1071 -1.4940 0.097
H 0.3114 1.2764 -0.5449 0.118
H 1.6199 0.0386 1.1725 0.071
H 3.3312 -0.5584 -0.8815 0.064
H 2.4716 0.8748 -1.3061 0.068

***

19
Properties=species:S:1:pos:R:3:lowdin_charge:R:1 method="wB97M-V/def2-TZVPD" charge=-1 e_tot_ha=-327.57903 lumo_energy_ev=4.0 mol_weight_g_mol=102.16 homo_energy_ev=-1.75 relative_energy_kj_mol=307.23 gap_ha=0.21144
C -1.2876 0.9729 0.1924 -0.455
N -1.2542 -0.4317 0.4338 -0.192
C -0.0127 -0.8680 0.9695 -0.416
C 1.2596 -0.6388 0.1606 -0.129
C 2.3170 0.1936 0.7298 -0.402
O 3.3900 0.4547 0.2435 -0.032
C -1.0855 1.3972 -1.2774 -0.153
H -2.2875 1.3540 0.4858 0.070
H -0.5653 1.5380 0.8310 0.082
H -1.1056 -3.1922 -1.0427 0.004
H 0.1773 -0.4458 1.9849 0.083
H -0.0850 -1.9398 1.1140 0.060
H 1.6063 -1.3825 -0.5368 0.117
H 1.2611 0.4506 -0.2318 0.129
H 2.0696 0.5804 1.7376 0.120
H -1.2821 -2.4843 -0.8337 -0.015
H -1.1171 2.4836 -1.4113 0.042
H -0.1343 1.0325 -1.6682 0.036
H -1.8640 0.9257 -1.8813 0.050

***

19
Properties=species:S:1:pos:R:3:lowdin_charge:R:1 method="wB97M-V/def2-TZVPD" spin_multiplicity=2 charge=0 e_tot_ha=-327.58468 lumo_energy_ev="0.8 / 0.7" mol_weight_g_mol=102.16 homo_energy_ev="-5.74 / -9.03" relative_energy_kj_mol=111.34 gap_ha="0.23886 / 0.35871"
C 0.1488 0.9884 -1.7018 -0.117
C -0.1235 1.6057 -0.3464 -0.220
C -1.1011 0.8083 0.4755 -0.367
C -2.1701 1.3490 1.0705 0.055
C 0.2343 -1.2946 0.9683 -0.062
N -0.9070 -0.5844 0.6897 -0.066
H -0.7983 0.8573 -2.2268 0.075
H 0.9264 1.4640 -2.3300 0.077
H 0.6443 0.0036 -1.6584 0.066
H 0.8114 1.6737 0.2244 0.110
H -0.4537 2.6288 -0.5237 0.106
H -2.5140 2.3763 1.0790 0.055
H -2.9589 0.6124 1.2771 0.065
H 1.0892 -0.8502 1.4456 0.044
H 0.2446 -2.3705 0.8454 0.039
H -1.4460 -1.1506 0.0412 0.130
H 2.3848 -3.3778 0.2277 0.039
H 3.4630 -2.3060 0.3013 0.041
O 2.5258 -2.4334 0.1415 -0.071